(1)
Computed, not measured: 13 unconnected molecules or ions with the total composition C63H174N18O31P10, with ωB97M-V/def2-TZVPD.

Properties
charge = -1
energy = -9236.49389 hartree
spin multiplicity = 2
E_HOMO (spin up / spin down) = -0.9 / -4.9 eV
HOMO-LUMO gap (spin up / spin down) = 2.42 / 6.38 eV
expectation value of S² = 0.753
LUMO (spin up / spin down) = 1.522 / 1.522 eV

Last column: Löwdin charge in e.
Cartesian coordinates (Å):
O 4.1970 3.9302 -5.3599  -0.29
P 4.6475 2.6035 -5.7929  0.60
N 4.0746 2.2801 -7.3675  -0.32
C 3.3873 3.2010 -8.2166  -0.13
C 4.4709 1.0955 -8.0172  -0.15
N 4.0985 1.2786 -4.8016  -0.26
C 4.4259 -0.1955 -5.0305  -0.07
C 2.9694 1.5160 -3.8742  -0.12
N 6.3618 2.4404 -5.8537  -0.31
C 7.1929 2.8379 -7.0326  -0.09
C 7.1289 2.1742 -4.6519  -0.14
H 3.0382 4.0605 -7.6444  0.07
H 2.4822 2.7221 -8.5902  0.09
H 3.9411 3.6407 -9.0460  0.08
H 4.6785 1.4535 -9.0256  0.08
H 3.6589 0.3685 -8.0085  0.08
H 5.4148 0.6572 -7.6931  0.07
H 3.8527 -0.5997 -5.8649  0.05
H 5.4900 -0.2583 -5.2581  0.06
H 4.2595 -0.7614 -4.1139  0.07
H 2.8002 0.6882 -3.1855  0.05
H 3.2263 2.3106 -3.1737  0.06
H 2.0036 1.6528 -4.3607  0.09
H 7.9969 3.5405 -6.8133  0.08
H 7.5104 1.8900 -7.4671  0.07
H 6.5764 3.4404 -7.6998  0.07
H 6.5543 1.8016 -3.8039  0.06
H 7.7936 2.9669 -4.3089  0.08
H 7.6574 1.2605 -4.9241  0.07
O -1.9649 -4.4680 2.2329  -0.34
P -0.4956 -4.7765 2.5895  0.67
N 0.5331 -4.4023 1.2691  -0.27
C 1.8251 -5.0397 0.7979  -0.06
C 0.2689 -3.0245 0.6990  -0.10
N -0.0481 -6.4345 3.0858  -0.31
C -0.8693 -7.5812 2.7311  -0.12
C 1.1492 -6.5704 3.9271  -0.12
N 0.0665 -3.7315 3.8410  -0.31
C 1.3732 -3.1445 3.9326  -0.13
C -0.7198 -3.4516 5.0237  -0.12
H 1.5267 -5.7919 0.0676  0.05
H 2.3790 -5.5766 1.5680  0.06
H 2.5142 -4.3767 0.2747  0.07
H -0.6358 -2.6575 1.1835  0.06
H 0.2334 -2.9877 -0.3898  0.07
H 1.1064 -2.4149 1.0382  0.05
H -0.2714 -8.1497 2.0187  0.07
H -1.1792 -8.1626 3.5994  0.08
H -1.7858 -7.3116 2.2064  0.07
H 1.3988 -7.6275 3.8352  0.08
H 1.9388 -6.0001 3.4380  0.04
H 1.0670 -6.2975 4.9792  0.08
H 2.1595 -3.8895 4.0540  0.07
H 1.5093 -2.4038 3.1446  0.07
H 1.5401 -2.5592 4.8369  0.07
H -1.1249 -4.3740 5.4397  0.07
H -1.5067 -2.7670 4.7071  0.07
H -0.1774 -3.0896 5.8971  0.08
O 3.5117 8.4878 -1.3447  -0.29
P 2.8183 7.5834 -2.2785  0.59
N 3.2332 5.9147 -2.2041  -0.29
C 4.6521 5.6329 -2.5293  -0.11
C 2.6060 5.0370 -1.1869  -0.10
N 3.1508 7.9653 -3.9534  -0.32
C 4.4804 8.5294 -4.2549  -0.11
C 2.3548 7.5611 -5.0230  -0.16
N 1.1239 7.5379 -2.0827  -0.28
C 0.4659 8.5526 -1.2385  -0.12
C 0.1572 6.6686 -2.9720  -0.05
H 4.9054 5.8416 -3.5687  0.05
H 4.8568 4.5956 -2.2640  0.07
H 5.2230 6.3726 -1.9681  0.07
H 1.6561 5.4823 -0.8910  0.03
H 3.3015 5.1075 -0.3506  0.07
H 2.6218 3.9805 -1.4546  0.07
H 5.0165 7.9512 -5.0075  0.08
H 4.2934 9.5417 -4.6133  0.08
H 4.9971 8.5341 -3.2951  0.06
H 2.8667 7.7344 -5.9696  0.08
H 2.1081 6.4997 -4.9969  0.08
H 1.5151 8.2451 -5.1455  0.08
H 0.0863 9.3853 -1.8306  0.08
H -0.4683 8.1505 -0.8464  0.08
H 1.1492 8.8081 -0.4286  0.05
H 0.6947 5.8688 -3.4814  0.07
H -0.3991 7.3586 -3.6064  0.07
H -0.6193 6.2947 -2.3046  0.06
O 5.0422 -1.7090 -1.0441  -0.28
P 6.1716 -1.2910 -0.1863  0.57
N 6.2381 -2.1180 1.3196  -0.29
C 5.1277 -2.9408 1.7111  -0.13
C 7.4688 -2.1278 2.1726  -0.12
N 6.2846 0.3737 0.2158  -0.26
C 5.4058 1.4038 -0.4142  -0.12
C 7.4621 1.0122 0.9132  -0.08
N 7.6607 -1.6002 -0.8869  -0.34
C 8.5452 -2.7287 -0.6378  -0.11
C 8.1610 -0.8289 -2.0324  -0.10
H 5.2667 -3.2194 2.7557  0.08
H 4.8808 -3.7743 1.0535  0.07
H 4.2143 -2.3609 1.8436  0.07
H 7.1977 -1.7663 3.1646  0.08
H 8.2834 -1.4601 1.8920  0.06
H 7.9160 -3.1178 2.2615  0.07
H 4.7820 1.0934 -1.2525  0.05
H 4.5500 1.5932 0.2337  0.07
H 5.8354 2.3635 -0.7015  0.07
H 7.3199 2.0910 0.8488  0.08
H 7.5792 0.7082 1.9534  0.06
H 8.3426 0.6248 0.4006  0.05
H 7.9828 -3.3586 0.0514  0.07
H 8.4564 -3.2680 -1.5809  0.08
H 9.5438 -2.3489 -0.4222  0.09
H 7.2849 -0.3401 -2.4586  0.07
H 8.7031 -1.4610 -2.7357  0.08
H 8.8281 -0.0671 -1.6291  0.07
O 2.9408 -6.8203 -4.0498  -0.30
P 1.7115 -6.0013 -3.9509  0.61
N 0.5490 -6.3053 -5.1553  -0.27
C 0.9590 -7.0808 -6.2892  -0.15
C -0.5270 -5.3084 -5.4526  -0.09
N 2.2040 -4.2913 -3.9778  -0.28
C 2.7138 -3.5824 -2.7912  -0.11
C 2.9107 -3.8194 -5.1644  -0.12
N 0.8714 -6.3265 -2.5317  -0.33
C 0.8087 -7.6134 -2.0340  -0.16
C -0.2317 -5.4337 -2.1625  -0.10
H 1.2552 -8.1103 -6.0881  0.08
H 1.7987 -6.6107 -6.8010  0.07
H 0.1466 -7.0505 -7.0152  0.07
H -0.9121 -5.3408 -6.4718  0.07
H -0.1808 -4.2987 -5.2315  0.06
H -1.4603 -5.3441 -4.8907  0.06
H 2.0364 -3.6309 -1.9386  0.05
H 3.7152 -3.8427 -2.4482  0.07
H 2.7007 -2.5384 -3.1041  0.06
H 3.9508 -3.6080 -4.9160  0.08
H 2.7184 -4.4881 -6.0034  0.07
H 2.5590 -2.8265 -5.4445  0.04
H 0.3639 -8.3107 -2.7439  0.08
H 1.8344 -7.9766 -1.9696  0.08
H 0.3633 -7.5631 -1.0404  0.08
H -0.4104 -5.3809 -1.0885  0.07
H -1.1331 -5.6706 -2.7276  0.07
H 0.0565 -4.4870 -2.6196  0.06
C -6.1813 1.0102 -5.4114  0.06
N -5.3572 2.2530 -5.6629  -0.43
O -5.3888 2.5347 -6.8210  0.07
O -4.5385 2.6522 -4.8222  0.04
H -5.4339 0.2215 -5.3256  0.09
H -6.7402 0.8071 -6.3249  0.09
H -6.7651 1.1732 -4.5055  0.10
C 1.3507 7.0228 1.8903  0.01
N 1.5360 8.4605 2.1283  -0.43
O 0.5199 9.0883 1.9244  0.06
O 2.6927 8.7808 2.4433  0.06
H 0.3712 6.6963 2.2395  0.09
H 1.9298 6.4107 2.5817  0.10
H 1.5136 6.7105 0.8587  0.07
C 0.7265 -0.9608 -6.1438  -0.03
N -0.2286 -0.9051 -5.0028  -0.67
O 0.2108 -1.0000 -3.9070  -0.13
O -1.4161 -1.0466 -5.2798  -0.17
H 1.5198 -0.3126 -5.7714  0.05
H 0.3040 -0.5327 -7.0528  0.07
H 0.7809 -2.0442 -6.2505  0.06
C -4.3074 -1.2505 3.7732  -0.07
C -5.3901 -0.9778 2.7976  -0.19
O -6.7084 -1.3469 3.4242  -0.21
P -7.8332 -2.0670 2.5030  0.52
O -7.3153 -3.1663 1.6364  -0.23
O -8.9702 -2.5678 3.5554  -0.20
C -9.1207 -3.9246 3.9032  -0.27
C -8.0635 -4.4067 4.9171  -0.07
O -8.6442 -0.7948 1.8749  -0.18
C -9.1100 0.1621 2.7612  -0.32
C -8.3832 1.4046 2.4806  -0.07
H -3.9961 -0.3960 4.3741  0.07
H -4.6201 -1.8733 4.6113  0.08
H -3.4624 -1.8368 3.4122  0.07
H -5.4523 0.0783 2.5349  0.10
H -5.2838 -1.5903 1.9023  0.10
H -10.1355 -4.0827 4.2682  0.12
H -8.9353 -4.5866 3.0573  0.10
H -7.1120 -3.8943 4.7746  0.07
H -8.2146 -4.2274 5.9816  0.06
H -7.9743 -5.4891 4.8246  0.07
H -10.1680 0.2536 2.5153  0.13
H -8.9477 -0.1817 3.7827  0.11
H -8.7596 2.1366 3.1952  0.08
H -7.3041 1.4189 2.6333  0.05
H -8.4840 1.7654 1.4570  0.09
C -2.8355 1.2978 -2.4744  -0.06
C -2.5961 2.3856 -1.4919  -0.26
O -1.3161 2.2032 -0.9036  -0.20
P -0.7895 2.9851 0.3801  0.61
O -0.2806 4.4054 0.2014  -0.26
O 0.3014 1.8209 0.8006  -0.21
C 0.5371 0.5811 0.2794  -0.27
C 1.3437 0.6384 -1.1258  -0.04
O -2.0001 2.7069 1.5286  -0.19
C -1.7840 2.0375 2.7005  -0.31
C -1.7669 2.9936 3.9169  -0.05
H -3.8677 1.3230 -2.8236  0.07
H -2.4286 1.6086 -3.4367  0.08
H -2.4611 0.3234 -2.1606  0.08
H -2.4210 3.3167 -2.0308  0.12
H -3.3560 2.5384 -0.7255  0.11
H 1.2187 0.0238 0.9220  0.10
H -0.3570 -0.0272 0.1427  0.11
H 1.6591 -0.3261 -1.5237  0.06
H 0.7557 1.1813 -1.8658  0.06
H 2.2888 1.1803 -1.0897  0.04
H -2.6102 1.3314 2.7843  0.11
H -0.8247 1.5506 2.8755  0.11
H -1.1140 3.8662 3.8956  0.08
H -2.7913 3.3284 4.0800  0.05
H -1.5333 2.4747 4.8466  0.07
C 4.2202 -0.2777 10.6425  -0.07
C 4.9096 -0.5402 9.3141  -0.32
O 5.0219 0.5935 8.5417  -0.17
P 4.2962 0.7429 7.1110  0.57
O 4.3981 -0.4365 6.1713  -0.26
O 2.8063 1.1779 7.6286  -0.18
C 1.7407 1.4818 6.8014  -0.30
C 1.8452 2.9169 6.3126  -0.06
O 4.9246 2.1711 6.5174  -0.20
C 6.2287 2.1753 5.9964  -0.31
C 7.2151 2.4543 7.0650  -0.08
H 4.2864 -1.1375 11.3091  0.08
H 4.4007 0.6276 11.2222  0.08
H 3.1612 -0.2637 10.3848  0.07
H 5.8815 -0.9968 9.5009  0.12
H 4.3718 -1.3743 8.8633  0.12
H 1.5502 0.8031 5.9700  0.12
H 0.8873 1.3505 7.4667  0.12
H 0.9617 3.0397 5.6862  0.06
H 1.8130 3.6287 7.1376  0.08
H 2.6831 3.2168 5.6832  0.07
H 6.4201 1.2040 5.5403  0.11
H 6.2329 2.8717 5.1578  0.13
H 6.5925 2.7637 7.9044  0.08
H 7.8061 1.6023 7.4010  0.08
H 7.9297 3.2035 6.7241  0.08
C -8.9276 5.0169 5.5106  -0.07
C -8.3711 4.0719 6.5543  -0.28
O -7.9663 2.8946 5.9048  -0.16
P -6.4371 2.4949 5.8661  0.51
O -5.5201 3.1510 6.8687  -0.25
O -6.5083 0.8849 5.9626  -0.19
C -6.2666 0.1574 7.1283  -0.30
C -7.1281 -1.0586 7.1532  -0.07
O -5.9512 2.5753 4.2972  -0.21
C -5.6712 3.7701 3.7256  -0.29
C -5.2834 3.5346 2.1882  -0.02
H -8.0943 5.3520 4.8930  0.06
H -9.7520 4.7611 4.8450  0.09
H -9.0760 5.9888 5.9813  0.08
H -7.6891 4.5633 7.2482  0.12
H -9.2618 3.7612 7.1006  0.12
H -5.2416 -0.1938 7.0088  0.12
H -6.3407 0.7703 8.0267  0.12
H -6.6847 -1.9941 7.4942  0.08
H -7.8134 -0.8330 7.9703  0.07
H -7.7598 -1.1973 6.2759  0.08
H -6.5381 4.4232 3.8254  0.09
H -4.8821 4.2978 4.2612  0.11
H -5.2660 2.4789 1.9174  0.06
H -5.8756 4.0795 1.4531  0.07
H -4.2679 3.8606 1.9631  0.05
C -8.4511 -5.3244 -1.9142  -0.08
C -7.2416 -4.5069 -1.4037  -0.26
O -6.1137 -4.6662 -2.3096  -0.20
P -5.7609 -3.6609 -3.5538  0.51
O -6.7872 -2.5828 -3.6319  -0.27
O -4.2981 -3.2076 -3.1343  -0.18
C -3.9772 -2.2206 -2.1545  -0.25
C -3.2726 -2.8739 -1.0080  -0.05
O -5.6634 -4.5802 -4.9684  -0.22
C -5.6635 -3.9364 -6.2721  -0.23
C -4.4333 -2.9008 -6.6398  -0.03
H -9.3049 -5.3009 -1.2371  0.07
H -8.7203 -4.8885 -2.8763  0.06
H -8.1531 -6.3309 -2.2079  0.07
H -7.2944 -3.4712 -1.0682  0.10
H -7.2285 -4.9552 -0.4103  0.09
H -3.4581 -1.3478 -2.5504  0.09
H -4.8658 -1.7376 -1.7479  0.11
H -3.7032 -2.6490 -0.0322  0.06
H -3.0555 -3.9417 -1.0349  0.09
H -2.3385 -2.3385 -0.8376  0.06
H -5.6410 -4.8441 -6.8752  0.10
H -6.6130 -3.4663 -6.5284  0.09
H -3.5470 -3.5353 -6.6289  0.06
H -4.5937 -2.4675 -7.6270  0.06
H -4.4188 -2.0757 -5.9277  0.05

Cartesian forces (eV/Å) of the 3 atoms listed first:
-0.46 0.23 0.45
0.09 -1.67 -0.36
1.39 1.10 2.31

(2)
Computed, not measured: a molecular structure, C37H64Cl22F7IN2O2PS, with ωB97M-V/def2-TZVPD.

Properties
ΔE to the lowest compared entry with this formula, charge and spin = 53.72 kcal per mole
charge = +1
energy = -13568.22539 hartree
E_HOMO = -10.6 eV
HOMO-LUMO gap = 8.07 eV
LUMO = -2.557 eV

Last column: Löwdin charge in e.
Cartesian coordinates (Å):
C 0.0771 4.6601 -1.7034  0.10
C 0.5488 3.8189 -0.9732  -0.21
C 1.0029 2.5942 -0.2624  -0.18
C 0.1951 1.3561 -0.8060  -0.19
C -1.0092 0.9300 0.0901  -0.24
C -1.7712 2.1237 0.7100  -0.21
C -2.5904 2.8817 -0.3717  -0.16
C -3.7750 2.0799 -0.9289  -0.05
C -4.3947 2.8834 -2.0858  -0.46
F -5.6981 2.5654 -2.2368  0.13
F -4.3583 4.2012 -1.8382  0.14
C -3.7179 2.6275 -3.4533  -0.57
F -4.1294 3.5823 -4.2891  0.17
F -2.3875 2.7053 -3.4142  0.16
F -4.0532 1.4693 -3.9930  0.19
C -0.7198 -0.1914 1.1482  -0.70
F -2.0073 -0.5874 1.4526  -0.02
I -0.0710 0.7417 2.9685  1.21
N 0.0556 -1.3458 0.5923  -0.11
O -0.8228 -1.6928 -0.5036  0.04
C 0.0475 -2.6092 1.4108  -0.02
C 1.0161 -2.9585 2.5526  -0.36
C 2.3125 -3.7103 2.1818  -0.05
F 1.2762 -2.0168 3.5254  -0.09
C 1.2912 -1.0014 -0.2053  -0.37
C 2.0465 -2.1714 -0.8940  -0.19
C 1.4428 -3.4531 -1.5008  -0.38
C 0.3167 -3.4477 -2.5571  -0.15
C 2.6722 -4.1209 -2.2354  -0.05
P 2.6931 -0.2680 0.9049  0.46
S 4.4030 -0.1705 -0.0350  0.25
C 1.0928 0.1500 -1.2398  -0.25
C 0.6780 -0.2242 -2.6749  -0.14
C 1.0418 0.9316 -3.6704  -0.15
C 2.5073 0.7104 -4.1277  -0.18
C 2.9417 1.6450 -5.2653  -0.18
N 4.3823 1.4007 -5.5533  0.03
C 5.2448 1.8677 -4.5320  -0.52
C 5.2830 3.3760 -4.3147  -0.11
O 5.8784 1.0916 -3.8609  0.06
H -0.2436 5.2213 -2.5490  0.05
H 0.8815 2.7300 0.8172  0.07
H 2.0769 2.5015 -0.4405  0.07
H -0.2953 1.7829 -1.6842  0.11
H -1.7547 0.5282 -0.6026  0.13
H -1.1194 2.8775 1.1549  0.08
H -2.4896 1.8160 1.4750  0.08
H -1.9284 3.3089 -1.1258  0.08
H -3.0199 3.7361 0.1630  0.13
H -3.5024 1.1151 -1.3760  0.12
H -4.5803 1.9082 -0.2102  0.14
H -1.4929 -2.3277 -0.1975  0.15
H -0.9495 -2.6548 1.8744  0.15
H 0.0215 -3.5036 0.7810  0.14
H 0.4718 -3.7372 3.1224  0.07
H 3.2077 -3.0918 2.2993  0.08
H 2.4536 -4.5666 2.8456  0.06
H 2.2844 -4.1137 1.1693  0.03
H 2.8362 -2.5328 -0.2218  0.06
H 2.6530 -1.7051 -1.6757  0.10
H 1.2070 -4.2418 -0.7748  0.04
H -0.3671 -2.5994 -2.5895  0.04
H 0.7220 -3.5553 -3.5695  -0.02
H -0.3102 -4.3509 -2.4211  -0.03
H 2.5417 -5.2055 -2.2288  0.07
H 3.5821 -3.9203 -1.6520  0.09
H 2.8094 -3.7033 -3.2347  0.07
H 2.3761 1.0241 1.3431  -0.06
H 2.9240 -1.0852 2.0224  -0.02
H 2.0829 0.6082 -1.3869  0.09
H 1.2385 -1.0539 -3.1052  0.10
H -0.4048 -0.3707 -2.7564  0.12
H 0.3402 0.9256 -4.5083  0.12
H 1.0378 1.9081 -3.1686  0.11
H 2.6483 -0.3192 -4.4910  0.12
H 3.1265 0.8003 -3.2238  0.11
H 2.4259 1.3380 -6.1812  0.12
H 2.7772 2.6979 -5.0394  0.11
H 4.5363 0.4019 -5.6512  0.12
H 4.3023 3.6608 -3.9077  0.06
H 6.0633 3.6241 -3.5890  -0.10
H 5.3882 3.8751 -5.2805  0.09
C 4.9776 4.9924 -1.5241  -1.08
Cl 3.2324 4.7578 -1.3110  0.61
Cl 5.8561 3.4679 -1.4354  0.60
H 5.1485 5.4401 -2.4977  -0.19
H 5.3371 5.6519 -0.7438  -0.03
C -0.5211 -3.8048 -6.6836  -0.99
Cl -1.7097 -3.1008 -5.5786  0.52
Cl 1.0897 -3.8609 -5.9558  0.55
H -0.8276 -4.8151 -6.9295  0.03
H -0.4770 -3.1992 -7.5816  0.03
C 7.3227 6.7474 -3.6303  -0.88
Cl 5.5675 6.8636 -3.4204  0.63
Cl 7.8575 5.0653 -3.7286  0.62
H 7.5987 7.2557 -4.5472  0.03
H 7.8065 7.2188 -2.7822  0.04
C 0.3021 -7.4798 -0.4931  -1.00
Cl 1.5179 -6.6736 0.5059  0.57
Cl -0.3628 -6.3592 -1.6947  0.61
H 0.7630 -8.3151 -0.9977  -0.03
H -0.5030 -7.8270 0.1404  -0.03
C 0.0543 -7.8039 4.0232  -0.97
Cl -0.8565 -8.4112 2.6377  0.56
Cl 0.2164 -6.0364 3.9606  0.56
H -0.4743 -8.0735 4.9303  0.03
H 1.0440 -8.2465 4.0219  0.03
C -2.9558 2.2036 5.7379  -1.04
Cl -3.5016 2.8837 4.1992  0.52
Cl -1.2088 2.4002 5.9529  0.48
H -3.4734 2.7186 6.5474  -0.08
H -3.1920 1.1443 5.7550  0.03
C -6.6014 2.4426 6.4641  -1.06
Cl -5.4332 3.3054 7.4801  0.56
Cl -7.3457 3.5191 5.2788  0.53
H -6.0864 1.6453 5.9378  0.01
H -7.3781 2.0276 7.1060  -0.09
C -7.5540 -0.7058 8.6356  -0.95
Cl -7.6688 -0.8984 6.8815  0.54
Cl -7.6560 0.9960 9.1180  0.60
H -8.3696 -1.2483 9.1003  0.03
H -6.6029 -1.1045 8.9697  0.03
C 4.0100 8.4154 0.7359  -0.98
Cl 4.2075 8.4243 -1.0217  0.52
Cl 4.2290 6.7933 1.4081  0.53
H 4.7494 9.0765 1.1736  0.03
H 3.0111 8.7607 0.9775  0.03
C -1.9155 -9.5440 -3.5162  -0.99
Cl -3.0746 -8.8400 -2.3832  0.51
Cl -0.3035 -9.6807 -2.7981  0.55
H -2.2565 -10.5348 -3.7940  0.03
H -1.8530 -8.9104 -4.3937  0.03
C -8.1772 1.8314 12.5748  -1.06
Cl -7.5617 0.8816 13.9332  0.50
Cl -9.7287 2.5834 12.9598  0.51
H -7.4597 2.6094 12.3376  0.03
H -8.3092 1.1755 11.7223  -0.04

Cartesian forces (eV/Å) of the 3 atoms listed first:
0.63 -1.12 0.30
-0.55 -0.01 -0.32
-0.32 0.42 -0.02